No. 1
Entry from the Open Molecules 2025 dataset: a cluster of 4 separate species, C12H22FIO10Si2 in total (wB97M-V/def2-TZVPD).

XYZ file:
```
48
Properties=species:S:1:pos:R:3
O -6.35272 0.48673 -2.17158
H 2.68317 0.62301 1.43764
O -1.63176 3.83642 -0.67628
C -6.21699 -2.80011 -3.06105
Si 2.37846 -0.38232 0.40110
H 5.89415 -3.21725 0.66732
O -6.46189 -1.42267 -3.36898
H 6.44003 0.43078 -0.26692
C 6.98106 0.09459 0.62167
H -3.95059 -0.86771 -0.10719
C 7.09088 -1.42485 0.67261
C -3.26976 -0.08671 -0.44533
Si 4.73590 -1.68975 -0.91216
H 6.44981 0.47505 1.49437
H -0.50298 4.03597 3.39157
C -1.53919 0.04222 0.99802
C 0.85258 3.85404 1.66587
H -5.16340 -3.01472 -3.24449
H 2.15266 -1.70491 1.00375
H 1.70345 3.19781 1.81681
H -7.62764 -3.08160 -1.41808
O -1.92213 -0.50199 -0.16882
C -0.95525 3.79644 0.30611
I 3.54601 -3.68859 -1.65805
H -5.95704 -3.54723 -1.00395
H -6.83855 -3.42191 -3.69796
O 3.71236 -0.47115 -0.60471
C -0.38206 3.47485 2.46969
H 5.63207 -1.32200 -2.01956
C -6.57171 -2.86437 -1.58287
H 1.25776 0.03771 -0.44836
C -3.38806 1.18863 0.37285
H 7.96875 0.55269 0.60207
H -4.37314 1.36155 0.79242
O -6.31116 -1.52173 -1.15753
O 0.38905 3.71171 0.31485
O -1.43772 3.83081 1.56394
C -6.37793 -0.69882 -2.23258
H 7.69731 -1.80326 -0.15555
F 4.99940 -1.78653 1.77918
H -3.38406 0.07272 -1.51328
H -3.03115 2.06613 -0.17043
O -0.51446 -0.21182 1.55955
O -2.44939 0.92597 1.44018
C 5.74882 -2.13386 0.63289
H -0.44292 2.40523 2.66554
H 1.14619 4.89334 1.82102
H 7.59378 -1.72859 1.59466
```

Calculated values
calculated total energy: -59852.652 eV
SMILES string: CC[C@@H](F)[Si@@H](I)O[SiH3].O=C1OCCO1.O=C1OCCO1.O=C1OCCO1
Kohn-Sham gap: 9.9312 eV
total charge: 0
HOMO: -9.54 eV

Here are the Mulliken charges for atoms 1 to 2, given in e: -0.518 -0.204



No. 2
Entry from the Open Molecules 2025 dataset: a structure of composition C12H22NO2SSi2 in a non-equilibrium geometry (wB97M-V/def2-TZVPD).

XYZ file:
```
40
Properties=species:S:1:pos:R:3
C -0.67230 0.67466 0.46529
C 0.92190 -4.15030 4.34964
C 1.05690 3.14878 0.24949
H -0.47342 -0.16327 -3.85309
C 2.86128 -2.83075 3.68304
H -3.87488 0.31860 -2.97284
H 0.03201 -0.89218 3.76919
H -1.54408 0.45654 -5.11088
H 3.90526 -2.59494 3.61563
Si 0.19263 1.81334 -0.78295
C 0.57217 -1.81627 3.78641
H 2.34684 0.52487 -0.85644
H -2.11626 3.74085 -4.49580
H 0.31958 3.74211 0.79448
H -2.67544 -0.28929 -1.82974
S 3.50076 -5.10821 5.01563
H 0.01235 0.39785 1.27793
H 4.01835 -5.67744 3.91816
O 0.43332 -5.25836 4.34912
H -0.83356 -2.92078 4.88290
Si -1.82538 1.77418 -2.98956
C 0.11998 -2.90975 4.38748
H -1.01254 -0.25234 -0.00139
H 1.74557 2.70142 0.97772
C -0.88476 0.75222 -4.28367
H -1.53570 1.17998 0.90353
H 2.05777 1.38212 -2.38046
H -3.45660 2.60062 -4.71543
H 1.62999 3.81563 -0.39779
H -3.65065 1.13056 -1.41490
H -3.42060 3.66605 -3.29906
H -0.06305 1.33723 -4.70050
C 1.86173 -1.92453 3.05773
C 2.40146 -3.92216 4.28414
N -0.84743 2.55336 -1.87200
H 1.19828 -0.12612 -2.02521
C 1.57846 0.80077 -1.59059
C -3.12796 0.62184 -2.22699
O 2.04814 -1.36690 2.00342
C -2.80011 3.07000 -3.97163
```

Calculated values
calculated total energy: -44978.731 eV
Kohn-Sham gap: 3.8546 eV
total charge: -1
HOMO: -3.43 eV

Here are the Mulliken charges for atoms 1 to 2, given in e: -0.682 0.279



No. 3
Entry from the Open Molecules 2025 dataset: an isolated molecule of C12H22O in a non-equilibrium geometry (wB97M-V/def2-TZVPD).

XYZ file:
```
35
Properties=species:S:1:pos:R:3
H 3.70767 0.06100 -0.05608
H 0.89768 2.04802 -1.56678
C -1.97869 -1.17403 -1.36508
H 2.76544 -2.92829 1.98601
C 0.74908 -1.70729 0.51044
H -1.60180 0.79967 1.24854
H 2.82360 -1.00468 -1.19722
H -2.32147 -1.00650 -2.42400
H -2.80283 -0.88684 -0.70027
C 2.27863 -0.34379 2.18334
H -0.82532 -3.04669 1.20922
C -1.13964 1.25925 -1.30242
H -1.75837 -2.23851 -1.22327
O -2.18153 1.61614 -1.83000
C 2.17292 -1.15543 0.91742
H 2.00207 0.48941 -0.54552
H 0.16662 -2.32555 2.49890
C 2.69382 -0.34450 -0.30876
H -0.55760 -0.13451 2.44327
H -0.02405 -0.51921 -1.86594
H 0.85242 -2.18664 -0.49717
C -0.80288 0.09627 1.40559
C -0.27510 -0.58838 0.31523
C 3.08868 -2.34965 1.10602
H 0.84712 -3.63042 1.53710
C -0.05018 2.33814 -1.09123
H 0.12652 2.56098 -0.03826
H 4.11191 -2.03548 1.31062
H 3.31964 -0.06908 2.39670
H 3.13218 -3.03576 0.25733
H -0.42416 3.25869 -1.55743
H 1.72823 0.61218 2.12332
C -0.77056 -0.23566 -1.10997
H 1.85416 -0.86698 3.02480
C 0.19561 -2.75583 1.47204
```

Calculated values
calculated total energy: -14847.745 eV
SMILES string: C=C([C@@H](C)C(C)=O)[C@H](C)C(C)(C)C
Kohn-Sham gap: 9.8613 eV
total charge: 0
HOMO: -9.17 eV
energy above the lowest of the compared OMol25 structures with the same formula, charge and spin: 6.1 kcal per mole

Here are the Mulliken charges for atoms 1 to 2, given in e: 0.489 0.364